Computed, not measured: 2 unconnected molecules or ions with the total composition C9H20OSi at a distorted geometry, with ωB97M-V with the def2-TZVPD basis set.

Last column: natural (NBO) charge in e.
Cartesian coordinates (Å):
C -3.78 -3.62 0.00  -0.605
C -3.00 -3.55 -1.02  0.385
C -0.16 2.76 1.63  -0.614
C 1.45 -2.16 1.07  -0.594
C 1.81 2.24 -1.57  -0.600
C -2.33 -2.53 -3.08  -0.002
C -0.74 1.79 0.59  -0.847
C 0.85 -0.78 1.60  -0.860
C 1.98 0.97 -0.74  -0.860
O -2.31 -2.98 -1.83  -0.503
Si 0.39 0.31 0.12  1.361
H -4.23 -4.55 0.51  0.225
H -4.02 -2.77 0.48  0.182
H 0.67 3.28 1.23  0.202
H -1.00 3.32 2.07  0.207
H 0.11 2.16 2.41  0.197
H 1.66 -3.02 1.82  0.210
H 0.86 -2.60 0.37  0.197
H 2.32 -1.82 0.52  0.193
H 2.79 2.96 -1.55  0.205
H 1.49 1.98 -2.59  0.205
H 0.95 2.97 -1.27  0.201
H -0.63 -0.60 -0.55  -0.192
H -1.43 -2.48 -3.69  0.174
H -3.29 -2.69 -3.51  0.147
H -0.97 2.41 -0.35  0.226
H -1.72 1.34 1.13  0.231
H 1.60 -0.35 2.28  0.228
H -0.03 -1.16 1.99  0.228
H 2.53 1.47 0.04  0.239
H 2.48 0.26 -1.32  0.235

For the energy relative to the best compared isomer or geometry (same formula, charge and spin), the calculation gives 82.8 kcal/mol. Its highest occupied orbital energy (alpha / beta) is -6.138 / -9.342 eV. The calculation puts the strongest force on any atom at 7.1 eV/A. The energy comes out at -19573.84343 eV. As for the expectation value of S²: 2.01. As for the multiplicity: 3. The value obtained for the orbital gap (alpha / beta) is 7.006 / 8.891 eV.



Computed, not measured: a molecular structure, C9H21ClHfIO2P2 at a distorted geometry, with ωB97M-V with the def2-TZVPD basis set.

Last column: natural (NBO) charge in e.
Cartesian coordinates (Å):
C 0.21 -0.06 -2.62  -0.744
C 1.31 0.04 -1.55  0.479
H 0.74 -0.10 -3.60  0.351
H -0.34 0.88 -2.69  0.290
H -0.45 -0.96 -2.59  0.292
O 2.48 0.09 -1.91  -0.199
Cl -3.38 -0.37 0.20  -0.191
Hf -1.13 -0.04 0.55  1.078
P -0.35 2.40 0.11  0.827
C 0.98 3.05 1.21  -0.895
C 0.04 3.24 -1.46  -0.931
H 0.12 4.31 -1.23  0.305
H -1.68 4.41 0.42  0.310
H -0.74 3.08 -2.22  0.276
H -2.70 2.91 0.24  0.274
H 1.89 2.47 1.01  0.248
H 1.02 2.89 -1.81  0.255
C -1.80 3.35 0.69  -0.888
H 1.12 4.12 0.97  0.296
H -1.77 3.21 1.79  0.272
H 0.67 2.94 2.27  0.276
P -0.10 -2.42 0.50  0.859
C 1.25 -2.83 1.67  -0.913
C -1.49 -3.45 1.17  -0.891
H -0.32 -3.34 -1.78  0.277
H 0.57 -4.34 -0.57  0.296
H 1.38 -2.94 -1.38  0.262
C 0.43 -3.33 -0.98  -0.929
H -2.46 -3.19 0.72  0.283
H -1.28 -4.51 0.98  0.308
H 1.50 -3.90 1.65  0.305
H 0.87 -2.56 2.66  0.269
H -1.53 -3.28 2.25  0.280
H 2.16 -2.25 1.47  0.262
C 1.20 0.06 0.02  0.412
O 2.13 0.19 0.77  -0.207
I -0.56 0.23 3.08  0.145

For the energy relative to the best compared isomer or geometry (same formula, charge and spin), the calculation gives 0.0 kcal/mol. Its highest occupied orbital energy (alpha / beta) is -20.703 / -20.703 eV. The calculation puts the strongest force on any atom at 8.4 eV/A. The energy comes out at -54245.27941 eV. Its net charge is +3. The value obtained for the orbital gap (alpha / beta) is 5.252 / 5.250 eV.



Computed, not measured: C4H8O in the gas phase, with ωB97M-V with the def2-TZVPD basis set.

Last column: natural (NBO) charge in e.
Cartesian coordinates (Å):
C 1.28 -0.77 -0.87  -0.641
C 0.79 0.49 -0.18  -0.052
C -1.20 -0.75 0.75  -0.275
C -1.44 0.69 1.00  -0.144
O -0.66 0.52 -0.23  -0.421
H 2.32 -0.66 -1.17  0.212
H 1.16 -1.63 -0.21  0.243
H 0.68 -0.96 -1.77  0.219
H 1.12 1.39 -0.71  0.185
H 1.11 0.53 0.86  0.195
H -2.01 -1.08 0.09  0.127
H -2.37 1.20 0.75  0.179
H -0.88 1.21 1.79  0.174

For the energy relative to the best compared isomer or geometry (same formula, charge and spin), the calculation gives 106.0 kcal/mol. Its highest occupied orbital energy is -8.046 eV. The calculation puts the strongest force on any atom at 0.3 eV/A. The energy comes out at -6320.57069 eV. The value obtained for the orbital gap is 9.128 eV.



Computed, not measured: a molecular structure, C20H27Cl3F3N2PdSi2, with ωB97M-V with the def2-TZVPD basis set.

Last column: natural (NBO) charge in e.
Cartesian coordinates (Å):
Pd -0.28 2.44 -0.28  0.536
C -1.91 1.02 -0.76  -1.277
Si -1.18 -0.59 -0.32  1.641
C -0.16 -0.33 1.27  -0.691
N 0.83 0.75 1.15  -0.502
C 1.26 1.30 2.46  -0.212
C 2.64 0.81 2.91  -0.419
C 2.86 -0.64 2.51  -0.402
C 2.81 -0.77 0.97  -0.428
C 2.00 0.38 0.35  -0.241
C -2.33 -2.05 0.08  -0.465
C -2.56 -2.52 1.38  -0.209
C -3.42 -3.59 1.62  -0.212
C -4.07 -4.21 0.57  -0.228
C -3.85 -3.76 -0.73  -0.243
C -3.00 -2.70 -0.96  -0.126
C -0.09 -1.25 -1.71  -0.489
C 0.50 -2.51 -1.64  -0.145
C 1.37 -2.97 -2.62  -0.249
C 1.66 -2.16 -3.71  -0.225
C 1.08 -0.90 -3.81  -0.208
C 0.22 -0.46 -2.82  -0.206
H -2.72 1.34 -0.11  0.238
H -2.24 1.11 -1.80  0.228
H 0.28 -1.26 1.65  0.188
H -0.90 0.00 2.00  0.235
H 0.51 1.02 3.20  0.202
H 1.25 2.39 2.41  0.207
H 2.73 0.94 3.99  0.209
H 3.43 1.43 2.46  0.186
H 2.08 -1.25 2.96  0.196
H 3.81 -1.01 2.89  0.202
H 2.37 -1.73 0.68  0.209
H 3.82 -0.75 0.55  0.204
H 1.69 0.12 -0.66  0.234
H 2.62 1.27 0.27  0.201
H -2.07 -2.05 2.22  0.204
H -3.58 -3.93 2.64  0.200
H -4.73 -5.05 0.75  0.201
H -4.36 -4.24 -1.56  0.203
H -2.84 -2.36 -1.98  0.203
H 0.26 -3.16 -0.79  0.198
H 1.81 -3.95 -2.53  0.201
H 2.34 -2.51 -4.48  0.202
H 1.31 -0.26 -4.66  0.213
H -0.21 0.54 -2.91  0.239
F -0.54 4.40 1.95  -0.405
C -1.28 3.43 1.30  0.676
F -1.60 2.54 2.32  -0.401
F -2.46 4.05 1.02  -0.368
N 1.87 3.88 0.23  -1.084
H 2.59 3.78 0.93  0.359
H 1.23 4.60 0.54  0.400
H 2.29 4.21 -0.63  0.380
Cl -2.68 4.32 -2.58  -0.452
Si -0.68 3.86 -2.10  0.877
Cl 0.20 5.82 -2.07  -0.494
Cl 0.04 3.16 -4.00  -0.490

For the energy relative to the best compared isomer or geometry (same formula, charge and spin), the calculation gives 0.0 kcal/mol. Its highest occupied orbital energy (alpha / beta) is -3.108 / -5.633 eV. The calculation puts the strongest force on any atom at 0.1 eV/A. The energy comes out at -89120.04321 eV. Its net charge is -1. As for the expectation value of S²: 2.01. As for the multiplicity: 3. The value obtained for the orbital gap (alpha / beta) is 5.795 / 8.301 eV.